Entry 1:
Density functional theory data (wB97M-V/def2-TZVPD) for a structure of composition C16H15N6NiO2.

Summary:
max |F| = 0.01173 hartree/bohr
energy above the lowest of the compared OMol25 structures with the same formula, charge and spin = 0.00 kcal/mol
charge = +1
orbital gap (spin up / spin down) = 0.306 / 0.294 hartree
lowest unoccupied orbital energy (spin up / spin down) = -0.12440 / -0.12288 Ha

Cartesian coordinates (Å):
Ni (-1.85062, 0.82315, -0.47779)
C (-3.37443, -3.18556, -0.66116)
C (-2.25735, -3.70096, -1.43985)
C (-1.19500, -2.95144, -1.76544)
C (-1.11662, -1.61107, -1.19562)
C (-2.26217, -1.03527, -0.39272)
C (-3.42099, -1.92308, -0.20776)
C (0.64065, 0.25313, -1.38803)
C (1.96993, -0.03058, -1.71864)
C (2.92860, 0.71844, -1.09796)
C (2.56351, 1.73334, -0.18236)
C (3.51372, 2.54941, 0.47768)
C (3.10589, 3.52467, 1.34135)
C (1.72964, 3.73991, 1.57226)
C (0.78919, 2.96952, 0.94860)
C (1.18968, 1.94541, 0.06582)
N (0.24511, 1.17242, -0.54740)
H (-4.23291, -3.83109, -0.53062)
H (-2.34446, -4.70083, -1.84248)
H (-0.44006, -3.24119, -2.48032)
H (-4.32840, -1.52444, 0.22603)
H (2.17098, -0.79078, -2.45703)
H (3.97745, 0.55385, -1.31040)
H (4.56597, 2.38959, 0.28099)
H (3.83337, 4.14903, 1.84060)
H (1.42099, 4.53662, 2.23546)
H (-0.26848, 3.17030, 1.07846)
N (-1.85847, 0.79964, 1.61299)
N (-0.83718, -0.06150, 2.07581)
C (-0.32825, -1.03412, 1.26378)
N (0.88660, -1.51358, 1.54383)
N (-1.01919, -1.45772, 0.24800)
N (-0.45325, -0.52236, -2.08088)
O (-1.50983, 0.43939, -2.24960)
O (-0.03521, -1.03406, -3.18852)
H (-1.64246, 1.73002, 1.96047)
H (-2.75950, 0.51188, 1.98958)
H (-0.63443, -0.06827, 3.06378)
H (1.46182, -1.10862, 2.26231)
H (1.17615, -2.38319, 1.12678)

=====

Entry 2:
Density functional theory data (wB97M-V/def2-TZVPD) for a structure of composition C16H15NO4 at a distorted geometry.

Summary:
max |F| = 0.21170 hartree/bohr
energy above the lowest of the compared OMol25 structures with the same formula, charge and spin = 292.54 kcal/mol
orbital gap = 0.290 hartree
lowest unoccupied orbital energy = -0.00817 Ha

Cartesian coordinates (Å):
C (6.63439, 1.16615, 0.27333)
H (7.18773, 2.09822, 0.49504)
O (5.35863, 1.41970, 0.34309)
C (4.42894, 0.23973, 0.02427)
C (4.80902, -1.13020, -0.59243)
C (3.78461, -2.02313, -0.67042)
C (2.41240, -1.82566, -0.34941)
C (2.04186, -0.44534, -0.14121)
C (2.95403, 0.55016, 0.17068)
O (2.65704, 1.68634, 0.73712)
H (3.35473, 2.46729, 0.89489)
C (0.55098, -0.10872, 0.09950)
N (-0.19946, -1.27737, -0.13897)
C (-1.55242, -0.77880, 0.14183)
C (-2.19019, 0.30903, -0.42000)
C (-3.62573, 0.44412, -0.08906)
C (-4.30504, -0.71680, 0.36090)
C (-3.77410, -1.80256, 0.76865)
C (-2.27137, -1.80763, 0.50354)
H (-1.93562, -2.79312, 0.97648)
H (-4.41282, -2.54134, 0.97908)
O (-5.82044, -0.33731, 0.61315)
C (-6.15930, 1.01196, 0.40871)
C (-5.56267, 1.63177, -0.67369)
H (-5.85388, 2.77866, -1.20239)
O (-4.02098, 1.67617, -0.67476)
H (-5.72012, 0.82475, -1.75906)
H (-7.20079, 1.01254, 0.20940)
H (-5.97896, 1.41816, 1.37724)
H (-1.56106, 1.09359, -0.63309)
H (0.42402, 0.89821, 0.54534)
H (1.72335, -2.47078, -0.85373)
H (4.20363, -2.84795, -1.08451)
H (5.80671, -1.28494, -0.63014)
H (6.79609, 0.90790, -0.85662)
H (7.01678, 0.55719, 0.84724)

=====

Entry 3:
Density functional theory data (wB97M-V/def2-TZVPD) for an isolated molecule of C16H15NO5.

Summary:
max |F| = 0.01507 hartree/bohr
energy above the lowest of the compared OMol25 structures with the same formula, charge and spin = 21.70 kcal/mol
orbital gap = 0.318 hartree
lowest unoccupied orbital energy = 0.02323 Ha

Cartesian coordinates (Å):
C (3.31142, 2.77386, 0.66414)
O (3.57833, 1.39052, 0.63088)
C (2.56857, 0.55019, 0.30751)
C (1.24097, 0.91530, 0.13851)
C (0.26382, -0.03492, -0.14457)
C (-1.13332, 0.47457, -0.31057)
O (-1.35755, 1.60604, -0.69134)
N (-2.09151, -0.43305, 0.02775)
C (-3.48395, -0.30045, -0.01578)
C (-4.12274, 0.82555, -0.52355)
C (-5.50330, 0.88668, -0.54350)
C (-6.26876, -0.16754, -0.06129)
O (-7.62986, -0.14184, -0.06528)
C (-5.63099, -1.29567, 0.44638)
C (-4.25424, -1.35782, 0.46732)
C (0.61783, -1.37012, -0.29387)
C (1.94221, -1.74635, -0.14959)
C (2.90649, -0.80602, 0.15668)
O (4.22045, -1.21381, 0.33956)
C (5.16464, -0.70486, -0.48132)
C (6.53293, -1.11187, -0.00900)
O (4.92448, -0.04146, -1.44928)
H (2.60098, 3.02367, 1.45832)
H (2.92792, 3.12625, -0.29689)
H (4.26813, 3.25078, 0.86970)
H (0.92528, 1.94303, 0.22083)
H (-1.76999, -1.31373, 0.40388)
H (-3.53716, 1.64779, -0.89764)
H (-5.99131, 1.76693, -0.94032)
H (-7.93815, 0.69083, -0.44244)
H (-6.23101, -2.11033, 0.81849)
H (-3.76739, -2.23821, 0.86341)
H (-0.11061, -2.11855, -0.56761)
H (2.24319, -2.77440, -0.27769)
H (7.24032, -1.04134, -0.82946)
H (6.83710, -0.43001, 0.78302)
H (6.50677, -2.11966, 0.39460)

=====

Entry 4:
Density functional theory data (wB97M-V/def2-TZVPD) for a structure of composition C16H16Br2N4O9Pd.

Summary:
max |F| = 0.00869 hartree/bohr
energy above the lowest of the compared OMol25 structures with the same formula, charge and spin = 0.00 kcal/mol
multiplicity = 3
<S²> = 2.0051
orbital gap (spin up / spin down) = 0.312 / 0.290 hartree
lowest unoccupied orbital energy (spin up / spin down) = -0.04253 / -0.08156 Ha

Cartesian coordinates (Å):
Pd (0.16671, 0.45763, -0.06942)
Br (2.11563, 2.36055, 0.09249)
C (3.31988, 1.07353, 0.91585)
Br (2.56281, -0.70855, 1.00030)
H (3.50787, 1.40020, 1.92906)
H (4.21662, 1.02807, 0.31277)
O (-1.23174, 2.06094, 0.60643)
C (-1.04294, 1.70406, 1.79627)
O (-0.26864, 0.74857, 2.07351)
C (-1.70796, 2.42597, 2.92538)
C (-1.75761, 3.81164, 2.92982)
C (-2.29792, 4.45814, 4.02817)
C (-2.81535, 3.76300, 5.10451)
C (-2.77578, 2.38230, 5.06085)
C (-2.21430, 1.70158, 3.99470)
N (-3.32493, 1.61862, 6.19298)
O (-3.79003, 2.25140, 7.11947)
O (-3.28968, 0.40677, 6.11641)
N (-2.30517, 5.92932, 4.06577)
O (-1.77118, 6.51171, 3.14295)
O (-2.87407, 6.46281, 4.99702)
H (-1.38308, 4.37961, 2.09012)
H (-3.23787, 4.28908, 5.94643)
H (-2.17674, 0.62199, 4.00643)
C (4.05450, -2.72056, -2.39286)
C (3.58629, -2.03679, -3.67567)
C (2.12199, -1.56905, -3.61426)
C (1.74088, -0.93024, -4.97747)
C (0.28558, -0.48220, -5.10705)
C (1.22674, -2.77963, -3.41434)
O (1.37058, -3.81348, -4.01850)
N (0.18168, -2.63707, -2.51453)
C (-0.05029, -1.51974, -1.75292)
O (-0.98346, -1.47087, -0.93823)
N (0.77853, -0.46247, -1.84610)
C (1.96626, -0.49784, -2.53557)
O (2.83371, 0.32936, -2.33537)
H (5.09907, -3.01819, -2.48211)
H (3.46732, -3.61866, -2.19048)
H (3.96996, -2.04801, -1.53937)
H (3.68337, -2.72444, -4.51562)
H (4.20268, -1.16039, -3.87195)
H (1.96438, -1.66917, -5.74855)
H (2.40349, -0.07596, -5.12686)
H (-0.40130, -1.32392, -5.00441)
H (0.12487, -0.04442, -6.09177)
H (0.02660, 0.26957, -4.36071)
H (-0.42075, -3.43473, -2.37318)

=====

Entry 5:
Density functional theory data (wB97M-V/def2-TZVPD) for a structure of composition C16H16Br48 at a distorted geometry.

Summary:
max |F| = 0.07625 hartree/bohr
energy above the lowest of the compared OMol25 structures with the same formula, charge and spin = 16.62 kcal/mol
orbital gap = 0.346 hartree
lowest unoccupied orbital energy = -0.02205 Ha

Cartesian coordinates (Å):
C (-22.22488, 6.73571, -16.80280)
Br (-21.16994, 7.67735, -15.55514)
Br (-22.72438, 4.76213, -16.41000)
Br (-21.44790, 6.72257, -18.63997)
H (-23.30456, 7.16256, -16.67436)
C (-20.07088, 4.72813, -13.51450)
Br (-18.62903, 4.46448, -14.83994)
Br (-19.54473, 5.82295, -12.03175)
Br (-20.86987, 3.03080, -12.96945)
H (-20.89175, 5.25560, -13.98456)
C (-15.10411, 0.21823, -20.07969)
Br (-15.35520, -1.50481, -20.91248)
Br (-16.75326, 0.99945, -19.44418)
Br (-14.18288, 1.46800, -21.14030)
H (-14.50949, 0.17840, -19.17323)
C (-20.84921, -2.20220, -13.15347)
Br (-18.95397, -2.20120, -12.77480)
Br (-21.24126, -2.73475, -14.99409)
Br (-21.58984, -0.42916, -12.75656)
H (-21.29651, -2.99101, -12.59080)
C (-14.14376, -2.44217, -11.44530)
Br (-15.11280, -1.24106, -12.39688)
Br (-13.09344, -1.59580, -10.02475)
Br (-13.09396, -3.65365, -12.68374)
H (-14.74313, -3.18538, -10.94758)
C (-19.39864, 6.66019, -22.17655)
Br (-20.36991, 5.12474, -21.39808)
Br (-18.24214, 7.52860, -20.96393)
Br (-20.75063, 7.97626, -22.65528)
H (-18.80007, 6.41720, -22.95698)
C (-25.07478, 1.52980, -13.69168)
Br (-26.44798, 0.31027, -13.08592)
Br (-24.93841, 3.14661, -12.49944)
Br (-25.33843, 2.11412, -15.51104)
H (-24.24601, 0.92384, -13.51672)
C (-23.70827, -3.80611, -19.82944)
Br (-22.25150, -2.54216, -19.65374)
Br (-23.35238, -5.60893, -20.43595)
Br (-25.18264, -2.99010, -20.81211)
H (-24.11027, -4.00978, -18.80169)
C (-13.50621, -1.08052, -16.02506)
Br (-13.28447, -2.46890, -17.39219)
Br (-14.77636, 0.29188, -16.60492)
Br (-11.75931, -0.31989, -15.49613)
H (-13.93599, -1.52646, -15.17435)
C (-17.60197, -4.20451, -17.91820)
Br (-17.22431, -3.10260, -16.36947)
Br (-15.99764, -4.96000, -18.63256)
Br (-18.60824, -3.17934, -19.27360)
H (-18.21675, -5.00480, -17.53037)
C (-17.68559, 2.33784, -23.46273)
Br (-16.58857, 1.43486, -24.78634)
Br (-19.64740, 2.43131, -23.86726)
Br (-16.87103, 4.12208, -23.07607)
H (-17.72351, 1.72977, -22.55274)
C (-24.71715, 2.74187, -21.03425)
Br (-25.30632, 1.30162, -22.19170)
Br (-23.38367, 2.00463, -19.65743)
Br (-26.07881, 3.72562, -20.15521)
H (-24.13310, 3.40619, -21.55748)
C (-14.71544, 4.59596, -17.93930)
Br (-15.16007, 4.18308, -16.12940)
Br (-13.09452, 5.71855, -18.13685)
Br (-16.23078, 5.27902, -18.87063)
H (-14.34852, 3.67820, -18.34892)
C (-20.48485, -1.56259, -22.76799)
Br (-20.34361, -0.37162, -21.31220)
Br (-18.74964, -1.82403, -23.76182)
Br (-21.91570, -0.98329, -23.98842)
H (-20.74387, -2.51294, -22.37514)
C (-13.93224, 3.34744, -12.07997)
Br (-13.66943, 2.79496, -10.22601)
Br (-15.70164, 3.38490, -12.75225)
Br (-12.90352, 2.16879, -13.14121)
H (-13.58053, 4.39198, -12.23615)
C (-20.13387, 1.46010, -16.94886)
Br (-19.99270, 2.70005, -18.46175)
Br (-19.20972, -0.15493, -16.91895)
Br (-22.00825, 1.28870, -16.47767)
H (-19.78520, 2.08512, -16.08270)

=====

Entry 6:
Density functional theory data (wB97M-V/def2-TZVPD) for a structure of composition C16H16CdCl3GeN9S2 at a distorted geometry.

Summary:
max |F| = 0.36428 hartree/bohr
energy above the lowest of the compared OMol25 structures with the same formula, charge and spin = 396.99 kcal/mol
charge = +1
multiplicity = 2
<S²> = 0.7885
orbital gap (spin up / spin down) = 0.217 / 0.208 hartree
lowest unoccupied orbital energy (spin up / spin down) = -0.16105 / -0.17006 Ha

Cartesian coordinates (Å):
Cd (0.86845, -0.79728, 0.50483)
C (4.11134, -4.82590, 1.84859)
S (2.38547, -5.14534, 1.42565)
C (1.64921, -3.57251, 1.61236)
S (2.61031, -2.10861, 1.86004)
N (0.34587, -3.58264, 1.59621)
N (-0.21209, -2.36553, 1.63137)
C (-1.04747, -1.95622, 2.50058)
C (-1.32212, -0.49228, 2.59490)
C (-2.30545, 0.02000, 3.42617)
C (-2.42029, 1.39775, 3.56047)
C (-1.55621, 2.22311, 2.86024)
C (-0.60280, 1.63744, 2.03813)
N (-0.48841, 0.32643, 1.92117)
H (4.64138, -5.75946, 1.67372)
H (4.18019, -4.54865, 2.89729)
H (4.51109, -4.03357, 1.22361)
H (-1.44688, -2.62050, 3.26407)
H (-2.96759, -0.64834, 3.96047)
H (-3.17181, 1.82079, 4.21331)
H (-1.60539, 3.29836, 2.95364)
H (0.10557, 2.22637, 1.46521)
N (2.88245, 0.29294, -1.17565)
C (1.08251, -0.28841, -2.01431)
N (1.92136, 1.15374, -3.19639)
C (1.13498, 1.87393, -4.00794)
N (1.55525, 3.03440, -4.60041)
N (-0.14982, 1.81887, -3.26467)
C (-0.65949, 0.94574, -2.36638)
N (-0.07645, -0.54970, -2.02326)
C (-1.86066, 1.25156, -1.59925)
C (-2.57978, 2.42087, -1.84601)
C (-3.72922, 2.64803, -1.11200)
C (-4.12502, 1.69859, -0.18284)
C (-3.33231, 0.57197, -0.00594)
N (-2.21029, 0.35463, -0.67712)
H (3.31267, 0.07815, -2.85835)
H (1.54994, 1.14082, 0.05496)
H (2.15392, 2.90245, -5.40682)
H (0.76429, 3.62703, -4.82636)
H (-2.23012, 3.10460, -2.60440)
H (-4.31906, 3.53959, -1.27449)
H (-5.03833, 1.81598, 0.38294)
H (-3.61191, -0.19913, 0.70200)
Cl (2.38352, -2.65127, -1.42098)
Ge (2.66557, -1.50337, -3.27922)
Cl (3.97297, 0.17691, -0.13125)
Cl (2.28063, 0.24768, -2.29789)